57
Properties=species:S:1:pos:R:3:mulliken_charge:R:1 method="wB97M-V/def2-TZVPD" e_lumo_ha=-0.0674 homo_energy_ha=-0.3144 fmax_ev_per_a=10.09 homo_lumo_gap_ev=6.7 smiles="C[C@@H](Cl)Cc1ccc2c(c1CC(=O)F)Nc1c(cccc1C(=O)NC(=O)F)S2.O=C1C=C(O)C(=O)C=C1O"
C -2.622 0.241 0.673 -0.848
C -2.210 -0.570 -0.695 0.209
Cl -3.270 -2.088 -0.878 -0.219
C -2.368 0.362 -2.075 -0.614
C -0.877 0.272 -2.814 0.191
C -0.606 -0.870 -4.000 -0.543
C 0.905 -0.987 -4.700 -0.445
C 2.059 0.060 -4.165 0.271
C 1.752 1.227 -3.007 -0.476
C 0.248 1.347 -2.301 0.383
C 0.033 2.493 -1.132 0.181
C -0.704 3.866 -1.659 0.525
O 0.111 4.907 -1.953 -0.472
F -2.182 4.010 -1.788 -0.254
N 2.833 2.195 -2.579 -0.009
C 4.119 1.507 -2.180 -0.397
C 4.842 0.389 -3.193 0.313
C 6.250 -0.355 -2.799 -0.423
C 6.906 0.058 -1.319 -0.397
C 6.189 1.182 -0.311 -0.356
C 4.793 1.938 -0.721 0.445
C 3.979 3.045 0.174 0.401
O 3.696 4.271 -0.349 -0.447
N 3.480 2.722 1.573 -0.218
C 4.708 2.953 2.465 0.462
O 5.705 3.711 1.932 -0.434
F 4.865 2.439 3.846 -0.221
S 3.862 0.057 -4.800 -0.180
H -3.046 1.299 0.374 0.287
H -1.736 0.363 1.446 0.198
H -3.503 -0.387 1.178 0.170
H -1.077 -0.915 -0.553 0.311
H -2.534 1.474 -1.743 0.082
H -3.200 -0.062 -2.781 0.467
H -1.433 -1.612 -4.372 0.301
H 1.167 -1.798 -5.529 0.269
H -0.549 2.044 -0.191 0.115
H 1.087 2.837 -0.691 -0.217
H 3.085 2.757 -3.447 0.379
H 6.728 -1.142 -3.526 0.298
H 7.904 -0.442 -0.921 0.280
H 6.673 1.491 0.733 0.258
H 3.164 1.727 1.614 0.356
C -5.294 -3.263 2.698 -0.818
C -6.188 -3.834 3.508 0.421
C -5.906 -4.029 4.957 0.800
O -6.754 -4.539 5.680 -0.608
C -4.595 -3.598 5.468 -0.833
C -3.700 -3.030 4.657 0.322
C -3.993 -2.810 3.215 0.886
O -3.157 -2.268 2.499 -0.528
O -2.465 -2.625 5.131 -0.577
O -7.412 -4.264 3.029 -0.564
H -5.487 -3.112 1.643 0.415
H -4.396 -3.762 6.519 0.413
H -2.000 -2.244 4.354 0.337
H -7.879 -4.640 3.807 0.349

***

54
Properties=species:S:1:pos:R:3:mulliken_charge:R:1 method="wB97M-V/def2-TZVPD" e_lumo_ha="-0.2350 / -0.2184" homo_energy_ha="-0.4947 / -0.4958" fmax_ev_per_a=2.82 homo_lumo_gap_ev="7.1 / 7.5" multiplicity=3 charge=+2
V 0.489 0.674 -0.207 0.776
C -0.989 1.318 2.324 -1.100
N 0.294 1.699 1.720 -0.243
C 1.592 1.350 2.380 -0.837
C 1.983 -0.043 2.023 0.239
N 1.740 -0.510 0.814 0.459
C 2.293 -1.780 0.758 0.083
C 2.356 -2.772 -0.205 -0.417
C 3.046 -3.946 0.028 -0.771
C 3.769 -4.108 1.266 -0.412
C 3.646 -3.194 2.289 -1.092
C 2.913 -2.070 1.956 0.994
N 2.708 -0.907 2.739 -0.100
C -1.498 0.052 1.750 0.143
N -1.127 -0.313 0.535 0.898
C -1.746 -1.529 0.322 -0.110
C -1.690 -2.405 -0.796 -0.675
C -2.459 -3.540 -0.693 -0.740
C -3.258 -3.864 0.446 -0.385
C -3.204 -3.080 1.558 -1.189
C -2.476 -1.885 1.409 1.194
N -2.350 -0.777 2.294 0.002
H -0.925 1.310 3.408 0.486
H -1.739 2.034 1.996 0.413
H 0.237 2.678 1.489 0.354
H 2.343 2.006 1.968 0.394
H 1.461 1.491 3.460 0.407
H 1.758 -2.715 -1.128 0.288
H 3.047 -4.746 -0.798 0.347
H 4.425 -4.979 1.389 0.406
H 4.141 -3.259 3.283 0.382
H 2.928 -0.774 3.733 0.294
H -1.116 -2.190 -1.711 0.497
H -2.569 -4.244 -1.527 0.387
H -3.927 -4.772 0.354 0.368
H -3.902 -3.304 2.345 0.417
H -2.721 -0.687 3.192 0.175
Cl -0.732 5.696 -4.688 -0.186
C -0.093 4.366 -3.859 0.360
C 1.231 4.026 -4.015 -0.384
C 1.853 3.084 -3.161 -0.511
I 3.905 2.740 -2.848 0.128
C 1.038 2.280 -2.389 0.070
O 1.442 1.280 -1.523 -0.688
C -0.356 2.561 -2.317 0.720
N -1.005 1.883 -1.316 0.039
C -2.316 2.075 -1.258 0.269
C -3.076 2.822 -2.160 -1.263
C -2.388 3.770 -2.868 -0.315
C -0.938 3.727 -2.891 -0.170
H 1.760 4.604 -4.763 0.465
H -2.832 1.459 -0.532 0.351
H -4.177 2.852 -2.054 0.365
H -2.790 4.556 -3.524 0.418

***

57
Properties=species:S:1:pos:R:3:mulliken_charge:R:1 method="wB97M-V/def2-TZVPD" e_lumo_ha="-0.1104 / -0.2156" de_lowest_ev=1.661 homo_energy_ha="-0.4345 / -0.4165" fmax_ev_per_a=1.39 homo_lumo_gap_ev="8.8 / 5.5" multiplicity=4 charge=+1
Tc 0.462 -0.796 -0.224 0.032
O 0.416 1.319 3.266 -0.613
C 0.682 0.682 2.285 0.350
O -0.118 0.505 1.232 -0.143
C 1.990 -0.051 2.109 0.359
C 3.149 0.170 2.823 -0.807
C 4.298 -0.515 2.441 -0.259
C 4.252 -1.400 1.368 -0.597
C 3.054 -1.578 0.712 0.606
N 1.959 -0.913 1.093 0.176
C 2.810 -2.414 -0.536 0.443
O 3.630 -3.174 -0.961 -0.586
O 1.603 -2.193 -1.047 -0.627
H 3.135 0.879 3.639 0.536
H 5.229 -0.338 2.961 0.456
H 5.128 -1.934 1.027 0.527
N -1.097 -2.145 0.586 0.014
C -2.175 -1.841 1.531 0.335
C -2.459 -2.837 2.458 -0.506
C -3.545 -2.745 3.312 -0.875
C -4.402 -1.663 3.213 -0.891
C -4.135 -0.667 2.292 -0.481
C -2.998 -0.708 1.476 0.111
P -2.778 0.791 0.459 1.602
C -4.217 0.827 -0.614 0.627
C -4.874 2.018 -0.943 -0.525
C -5.998 1.978 -1.748 -0.729
C -6.461 0.767 -2.249 -0.510
C -5.792 -0.416 -1.953 -0.744
C -4.667 -0.387 -1.152 -0.347
C -2.711 2.300 1.436 0.810
C -2.855 2.323 2.822 -0.259
C -2.776 3.531 3.494 -0.787
C -2.512 4.705 2.804 -0.534
C -2.326 4.677 1.428 -0.845
C -2.420 3.480 0.742 -0.744
H -0.677 -3.012 0.904 0.275
H -1.540 -2.358 -0.306 0.392
H -1.829 -3.719 2.500 0.397
H -3.738 -3.536 4.023 0.432
H -5.271 -1.589 3.852 0.461
H -4.819 0.166 2.202 0.556
H -4.532 2.964 -0.548 0.443
H -6.518 2.898 -1.981 0.439
H -7.341 0.745 -2.879 0.410
H -6.149 -1.357 -2.349 0.438
H -4.142 -1.307 -0.927 0.294
H -3.012 1.417 3.385 0.460
H -2.916 3.549 4.567 0.430
H -2.428 5.640 3.341 0.420
H -2.099 5.587 0.888 0.432
H -2.241 3.446 -0.326 0.497
O -0.588 2.097 -1.603 -0.573
Cl 0.092 1.003 -2.205 2.019
O 0.348 1.187 -3.567 -0.615
O 1.345 0.738 -1.455 -0.579
O -0.720 -0.226 -1.965 -0.604

***

82
Properties=species:S:1:pos:R:3:mulliken_charge:R:1 method="wB97M-V/def2-TZVPD" e_lumo_ha=-0.1779 homo_energy_ha=-0.4731 fmax_ev_per_a=0.70 homo_lumo_gap_ev=8.0 charge=+1
O 0.715 -1.474 -4.757 -0.521
C 0.778 -0.407 -5.270 0.465
O 1.575 -0.137 -6.303 -0.439
C 0.019 0.744 -4.626 0.805
C 0.643 1.315 -3.512 -0.885
C -0.050 2.234 -2.766 -1.133
N -1.291 2.570 -3.132 0.394
C -1.937 2.061 -4.191 0.217
C -3.358 2.549 -4.375 -0.818
O -3.450 3.896 -3.923 -0.429
C -4.334 4.122 -2.902 0.916
F -5.576 3.732 -3.215 -0.230
F -4.309 5.413 -2.620 -0.223
F -3.954 3.419 -1.794 -0.261
C -1.288 1.125 -4.982 0.812
C -2.013 0.523 -6.181 0.529
F -1.163 -0.259 -6.870 -0.300
F -2.400 1.537 -7.012 -0.290
C -3.290 -0.297 -5.817 0.160
F -3.358 -1.386 -6.591 -0.272
F -3.209 -0.679 -4.515 -0.246
H 1.493 0.775 -6.612 0.413
H 1.637 1.012 -3.213 0.646
H 0.353 2.714 -1.884 0.348
H -1.774 3.270 -2.576 0.059
H -3.655 2.527 -5.420 0.473
H -4.024 1.893 -3.805 0.370
H -4.190 0.305 -5.971 0.285
C 2.382 -2.692 -2.117 -0.616
C 3.057 -1.394 -1.662 1.129
C 4.480 -1.471 -1.104 -0.026
F 4.495 -2.186 0.033 -0.212
F 4.895 -0.212 -0.828 -0.266
F 2.262 -0.714 -0.809 -0.297
F 3.178 -0.620 -2.801 -0.388
O 1.483 -3.276 -1.202 -0.402
C 1.894 -4.220 -0.301 0.781
C 1.551 -3.787 1.129 0.262
F 2.173 -2.628 1.423 -0.264
F 1.987 -4.736 1.989 -0.309
F 3.199 -4.504 -0.424 -0.286
F 1.200 -5.352 -0.541 -0.304
H 1.755 -2.386 -2.953 0.243
H 3.110 -3.409 -2.497 0.428
H 5.160 -1.919 -1.833 0.322
H 0.473 -3.663 1.241 0.250
C 1.304 -5.189 5.248 -0.472
C 0.585 -3.904 5.673 0.965
C 0.715 -3.464 7.134 0.052
F 0.159 -4.376 7.953 -0.229
F 0.060 -2.291 7.291 -0.267
F -0.716 -3.952 5.322 -0.289
F 1.174 -2.897 4.952 -0.348
O 0.508 -6.352 5.166 -0.392
C 0.385 -7.209 6.222 0.827
C -1.088 -7.410 6.604 0.204
F -1.635 -6.233 6.965 -0.222
F -1.151 -8.255 7.654 -0.256
F 1.114 -6.823 7.281 -0.293
F 0.847 -8.418 5.828 -0.302
H 1.614 -4.997 4.224 0.123
H 2.208 -5.354 5.835 0.392
H 1.765 -3.322 7.402 0.306
H -1.639 -7.829 5.760 0.247
C 0.226 4.617 2.097 -1.073
C 0.170 4.417 0.580 1.226
C 1.073 5.287 -0.301 0.035
F 0.761 6.582 -0.206 -0.209
F 0.845 4.898 -1.598 -0.239
F -1.100 4.481 0.121 -0.283
F 0.614 3.134 0.339 -0.314
O -0.803 5.404 2.641 -0.409
C -0.651 6.758 2.808 0.789
C -1.786 7.524 2.117 0.187
F -1.784 7.240 0.794 -0.222
F -1.576 8.844 2.272 -0.248
F 0.551 7.180 2.381 -0.283
F -0.740 7.025 4.124 -0.291
H 0.074 3.623 2.519 0.439
H 1.215 4.956 2.406 0.383
H 2.128 5.132 -0.066 0.317
H -2.748 7.245 2.549 0.260

***

64
Properties=species:S:1:pos:R:3:mulliken_charge:R:1 method="wB97M-V/def2-TZVPD" e_lumo_ha=-0.3768 de_lowest_ev=0.000 homo_energy_ha=-0.6010 fmax_ev_per_a=2.36 homo_lumo_gap_ev=6.1 charge=+3
Pt 0.312 0.103 0.187 0.744
C 2.500 2.925 0.172 -2.260
C 2.953 1.698 0.901 1.441
C 4.226 1.749 1.469 -0.841
C 4.723 0.692 2.189 -0.916
C 3.920 -0.431 2.339 -0.853
C 2.673 -0.455 1.768 0.952
N 2.167 0.605 1.039 0.414
C 1.825 -1.662 1.844 0.550
C 2.021 -2.782 2.636 -1.005
C 1.122 -3.835 2.535 -0.902
C 0.042 -3.763 1.659 -0.911
C -0.114 -2.616 0.907 0.748
N 0.770 -1.615 1.030 -0.234
C -1.218 -2.294 -0.019 0.342
C -2.083 -3.234 -0.520 -0.584
C -3.127 -2.822 -1.342 -1.065
C -3.287 -1.476 -1.589 -0.816
C -2.393 -0.544 -1.067 0.698
C -2.693 0.916 -1.219 -1.831
N -1.338 -0.959 -0.329 1.229
H 2.380 3.746 0.878 0.543
H 1.560 2.797 -0.357 0.277
H 3.274 3.247 -0.524 0.510
H 4.815 2.647 1.333 0.570
H 5.714 0.726 2.623 0.498
H 4.284 -1.289 2.886 0.401
H 2.843 -2.834 3.335 0.492
H 1.254 -4.713 3.153 0.482
H -0.672 -4.572 1.596 0.491
H -1.946 -4.281 -0.286 0.546
H -3.818 -3.546 -1.754 0.531
H -4.124 -1.119 -2.176 0.649
H -3.067 1.135 -2.219 0.626
H -1.846 1.558 -0.997 0.187
H -3.488 1.173 -0.516 0.363
F 0.636 -1.638 -5.534 -0.155
C -0.065 -1.177 -4.543 0.763
F 0.386 -1.614 -3.376 -0.167
F -1.341 -1.397 -4.682 -0.141
S 0.168 0.688 -4.543 0.981
O -0.289 1.241 -3.068 -0.193
O -0.679 1.245 -5.514 -0.451
N 1.683 1.029 -4.484 -0.496
S 2.264 1.387 -3.080 1.023
O 2.929 2.623 -2.953 -0.483
O 0.799 1.180 -2.142 -0.211
C 3.469 -0.032 -2.462 0.776
F 4.238 0.554 -1.603 -0.109
F 2.750 -0.986 -1.946 -0.132
F 4.091 -0.393 -3.536 -0.143
Se -0.330 3.267 1.769 0.283
N -0.877 1.563 1.493 -0.405
C -2.130 1.496 1.948 0.919
C -2.943 0.322 2.029 -0.237
C -4.190 0.430 2.545 -0.643
C -4.736 1.675 3.023 -0.746
C -4.003 2.802 3.003 -0.724
C -2.664 2.740 2.479 0.463
N -1.860 3.778 2.466 -0.681
H -2.553 -0.638 1.729 0.429
H -4.806 -0.458 2.619 0.481
H -5.739 1.686 3.427 0.434
H -4.375 3.748 3.373 0.500

***

55
Properties=species:S:1:pos:R:3:mulliken_charge:R:1 method="wB97M-V/def2-TZVPD" e_lumo_ha="-0.1539 / -0.2210" de_lowest_ev=0.000 homo_energy_ha="-0.3386 / -0.4021" fmax_ev_per_a=0.44 homo_lumo_gap_ev="5.0 / 4.9" multiplicity=6 charge=+1
Ir 0.329 1.086 1.580 0.542
C -3.421 2.456 3.211 -1.507
C -2.255 2.149 2.347 0.841
N -1.128 1.427 2.861 1.077
N -1.017 1.347 4.171 -0.981
C 0.134 0.791 4.566 0.435
N 0.307 0.645 5.880 -0.279
S 1.392 0.252 3.485 -0.563
C -2.142 2.482 1.005 0.315
C -3.168 3.144 0.274 -1.073
C -3.007 3.397 -1.058 -0.383
C -1.819 3.005 -1.695 -1.028
C -0.844 2.374 -0.949 0.267
N -0.971 2.111 0.349 -0.236
H -3.152 2.346 4.257 0.348
H -4.251 1.773 3.006 0.302
H -3.776 3.472 3.038 0.436
H -0.479 0.797 6.493 0.272
H 1.086 0.112 6.226 0.227
H -4.074 3.435 0.786 0.341
H -3.785 3.899 -1.617 0.443
H -1.654 3.197 -2.745 0.443
H 0.094 2.072 -1.400 0.438
N 2.556 -4.322 -7.134 -0.462
C 2.324 -3.761 -6.160 -0.172
C 2.029 -3.055 -4.939 0.557
C 2.797 -3.286 -3.802 -0.865
C 2.514 -2.602 -2.632 -0.054
C 1.463 -1.691 -2.591 -0.893
C 0.693 -1.470 -3.729 -0.239
C 0.975 -2.146 -4.904 -0.860
C 1.148 -0.958 -1.328 1.546
C 2.051 0.013 -0.898 0.305
C 3.311 0.341 -1.548 -0.874
C 3.908 1.285 -0.796 -1.080
C 2.999 1.559 0.303 -0.057
N 1.914 0.831 0.239 0.167
C -0.022 -1.324 -0.655 0.247
C -0.930 -2.400 -1.039 -0.848
C -1.868 -2.469 -0.076 -1.201
C -1.527 -1.427 0.892 -0.469
N -0.457 -0.773 0.545 0.353
H 3.608 -4.001 -3.838 0.470
H 3.105 -2.787 -1.744 0.528
H -0.126 -0.762 -3.698 0.563
H 0.385 -1.972 -5.793 0.467
H 3.677 -0.111 -2.453 0.560
H 4.861 1.761 -0.959 0.482
H 3.133 2.273 1.103 0.517
H -0.830 -3.020 -1.915 0.591
H -2.696 -3.154 0.000 0.495
H -2.050 -1.188 1.809 0.636
Se 0.542 -2.814 3.382 0.084
C -0.588 -2.338 4.720 0.281
N -1.301 -2.001 5.567 -0.451

***

51
Properties=species:S:1:pos:R:3:mulliken_charge:R:1 method="wB97M-V/def2-TZVPD" e_lumo_ha="-0.3380 / -0.3389" de_lowest_ev=0.361 homo_energy_ha="-0.5497 / -0.5498" fmax_ev_per_a=0.85 homo_lumo_gap_ev="5.8 / 5.7" charge=+2
Ru 0.168 0.532 -0.185 0.528
C 4.058 -0.549 -3.689 -0.505
C 4.771 -0.410 -2.501 -0.815
C 4.110 -0.278 -1.295 0.030
C 2.719 -0.307 -1.299 0.658
C 1.995 -0.451 -2.473 -0.544
C 2.671 -0.568 -3.678 -0.749
N 1.984 -0.147 -0.085 0.647
N 2.552 -0.310 1.030 -0.721
C 1.746 0.029 2.083 0.924
C 2.189 -0.097 3.403 -0.426
C 1.330 0.277 4.416 -0.683
C 0.058 0.762 4.106 -0.694
C -0.386 0.891 2.787 0.183
C 0.468 0.530 1.769 -0.204
H 4.586 -0.652 -4.627 0.436
H 5.853 -0.405 -2.516 0.432
H 4.652 -0.158 -0.368 0.561
H 0.911 -0.526 -2.475 0.482
H 2.118 -0.694 -4.598 0.427
H 3.179 -0.487 3.601 0.555
H 1.633 0.184 5.450 0.474
H -0.614 1.036 4.910 0.496
H -1.386 1.264 2.595 0.586
O -2.078 -1.968 1.871 -0.246
C -1.563 -1.440 1.002 0.807
N -1.059 -0.827 0.031 -0.861
O 0.155 2.434 -0.251 -0.905
S 0.769 3.458 0.842 0.515
C 0.236 4.998 0.183 0.699
C 0.086 5.221 -1.182 -0.181
C -0.311 6.480 -1.593 -0.862
C -0.541 7.484 -0.657 -0.431
C -0.393 7.240 0.700 -0.766
C -0.010 5.980 1.135 -0.345
C 2.492 3.317 0.529 1.210
C 3.278 2.990 1.630 -0.588
C 4.648 2.854 1.450 -0.744
C 5.199 3.039 0.191 -0.642
C 4.397 3.363 -0.902 -0.748
C 3.032 3.511 -0.740 -0.207
H 0.246 4.429 -1.900 0.368
H -0.446 6.683 -2.647 0.417
H -0.850 8.465 -0.993 0.427
H -0.587 8.022 1.421 0.418
H 0.092 5.769 2.193 0.420
H 2.831 2.858 2.608 0.472
H 5.281 2.617 2.294 0.468
H 6.269 2.945 0.057 0.468
H 4.841 3.516 -1.876 0.479
H 2.408 3.783 -1.581 0.280

***

53
Properties=species:S:1:pos:R:3:mulliken_charge:R:1 method="wB97M-V/def2-TZVPD" e_lumo_ha=-0.5811 homo_energy_ha=-0.6827 fmax_ev_per_a=2.00 homo_lumo_gap_ev=2.8 charge=+4
Pd -0.024 0.068 0.309 0.383
N 0.447 -3.512 -2.515 0.096
C -0.660 -4.199 -2.880 0.732
C -0.612 -5.231 -3.809 -0.831
C -1.779 -5.901 -4.091 -0.491
C -3.046 -5.570 -3.466 -0.664
C -3.143 -4.556 -2.575 -0.702
C -1.951 -3.836 -2.258 1.177
S -1.996 -2.582 -1.239 0.115
N -0.551 -2.010 -1.033 -0.039
C 0.544 -2.501 -1.622 0.806
C 1.864 -1.926 -1.284 0.270
C 3.040 -2.509 -1.709 -0.571
C 4.257 -1.892 -1.393 -0.578
C 4.236 -0.726 -0.666 -0.790
C 3.003 -0.212 -0.241 -0.097
N 1.840 -0.791 -0.534 -0.020
H 1.312 -3.796 -2.978 0.133
H 0.320 -5.508 -4.293 0.496
H -1.753 -6.715 -4.810 0.476
H -3.928 -6.145 -3.726 0.475
H -4.093 -4.295 -2.120 0.475
H 3.071 -3.442 -2.261 0.359
H 5.192 -2.329 -1.722 0.501
H 5.151 -0.207 -0.410 0.479
H 2.959 0.692 0.350 0.515
O 2.506 -3.846 6.232 -0.437
C 1.793 -2.721 6.456 0.619
O 1.553 -2.370 7.567 -0.453
C 1.291 -1.916 5.278 0.591
C 1.477 -2.227 3.938 -1.281
C 0.955 -1.405 2.949 -0.422
C 0.243 -0.269 3.296 1.969
C 0.055 0.060 4.638 -0.769
C 0.579 -0.764 5.610 -1.241
N -0.290 0.563 2.249 0.129
C -0.959 1.635 2.436 0.195
C -1.425 2.355 1.281 0.165
C -2.128 3.531 1.317 -0.672
C -2.483 4.134 0.106 -0.327
C -2.111 3.531 -1.082 -0.844
C -1.405 2.336 -1.046 0.196
N -1.079 1.766 0.113 -0.032
H 2.660 -4.032 5.305 0.273
H 2.032 -3.106 3.636 0.193
H 1.115 -1.658 1.908 0.286
H -0.485 0.944 4.948 0.303
H 0.448 -0.532 6.659 0.521
H -1.170 2.005 3.433 0.445
H -2.391 3.981 2.267 0.495
H -3.036 5.064 0.102 0.500
H -2.353 3.973 -2.039 0.441
H -1.089 1.844 -1.956 0.455